No. 1
74
Properties=species:S:1:pos:R:3:forces:R:3 method="wB97M-V/def2-TZVPD" energy_ev=-54658.579 spin_multiplicity=5 orbital_gap_ev="7.713 / 5.257"
C 3.928 -1.546 -0.137 1.0 0.5 -0.3
H -4.186 -3.135 0.720 0.0 0.1 -0.1
C -3.965 -2.160 0.271 0.2 0.1 -0.1
H -5.014 -1.184 1.880 0.0 0.0 -0.1
C -2.189 -0.393 0.017 0.2 -0.1 -0.1
H -2.416 -0.385 -1.064 0.1 0.0 0.2
H 1.327 2.978 2.887 -0.1 0.0 0.0
C 1.298 1.871 -1.228 0.0 0.1 0.2
C -4.558 0.328 0.413 0.0 -0.1 -0.1
C -3.086 0.638 0.710 -0.2 0.3 0.1
H -2.866 1.663 0.379 0.0 -0.3 0.1
C -0.320 0.018 2.844 0.1 -0.4 0.3
C 1.586 2.779 -2.433 -0.2 -0.2 0.0
C -0.026 2.081 4.309 -0.1 0.0 0.0
H 5.352 -1.308 -1.756 -0.2 -0.1 0.0
H -2.299 -1.836 1.633 0.0 0.0 -0.2
F 0.783 -1.012 -2.559 0.3 -0.8 -0.2
H 1.380 0.451 4.091 -0.1 0.0 0.0
H 4.775 -3.270 -3.017 -0.1 0.0 0.1
Pd 0.802 -1.908 -0.550 -0.8 3.1 1.0
H 2.078 1.103 -1.135 -0.1 0.1 -0.1
H 1.717 2.143 -3.317 0.0 0.0 0.1
C 0.475 -3.718 -1.235 0.4 -1.7 -0.7
H 4.139 -2.471 0.425 0.7 0.0 -0.2
H -1.351 2.787 -0.702 -0.1 -0.1 -0.3
H 0.659 4.320 -3.637 0.0 0.0 0.2
H -1.418 0.001 2.935 0.3 0.0 0.0
Cl 0.601 -2.993 1.682 -0.2 -0.3 0.5
H 3.668 -1.027 -2.253 0.1 -0.2 0.2
H -0.078 0.021 4.987 0.1 0.1 -0.1
H -5.192 1.044 0.950 0.0 -0.1 -0.1
H -0.994 2.548 -3.711 0.1 0.1 0.0
H 0.011 -1.029 2.724 -0.2 0.5 0.1
H -0.131 2.905 0.916 -0.1 -0.2 0.3
C 2.759 -3.511 -2.272 0.2 0.4 0.1
H -5.950 -1.320 0.397 0.1 0.0 0.1
H 2.705 -4.541 -2.659 -0.1 0.1 0.2
C 4.320 -1.663 -1.636 0.4 -0.4 0.6
H 2.530 3.312 -2.270 -0.1 -0.1 -0.1
P -0.383 -0.008 0.035 -0.9 1.9 -0.2
C 4.228 -3.125 -2.078 -0.2 0.2 -0.4
C -0.920 3.124 -2.781 0.1 -0.2 -0.1
H 2.373 -0.569 0.987 -0.2 -0.4 -0.5
H -4.089 -2.268 -0.814 0.0 0.0 0.1
H 0.029 0.461 -2.214 -0.2 0.6 0.5
C -0.066 1.187 -1.366 -0.1 -0.6 -0.2
C -2.499 -1.797 0.552 -0.2 -0.2 0.1
H -2.148 1.653 -1.796 0.2 0.1 0.0
C -0.388 2.291 1.788 -0.2 0.3 -0.1
H 0.120 -3.687 -2.265 0.1 -0.1 0.2
H 4.688 -3.788 -1.326 0.0 0.2 -0.2
H 2.393 -3.863 -0.109 -0.2 0.1 -0.3
C 0.291 0.593 4.126 0.0 0.1 -0.1
C 2.542 -1.258 0.137 0.1 1.8 1.2
H 1.328 2.478 -0.311 0.1 -0.1 -0.2
H 2.270 -2.856 -3.001 0.1 -0.1 -0.1
H -4.735 0.484 -0.660 0.0 0.0 0.1
C -1.203 2.177 -1.609 -0.2 0.5 0.5
H 1.191 0.854 1.575 -0.2 0.1 0.0
H -1.483 2.311 1.883 0.3 0.0 0.0
H -1.828 -2.544 0.105 -0.2 0.2 0.1
H 0.568 2.483 5.137 -0.1 0.0 -0.1
H -0.053 -4.320 -0.501 0.1 -0.1 -0.2
C 1.943 -3.448 -1.014 -0.1 -3.3 -1.3
H -2.920 0.606 1.796 -0.1 0.0 -0.3
H 0.452 4.541 -1.904 0.0 0.0 0.0
C 0.088 0.842 1.622 0.2 -0.5 0.0
H -0.133 3.926 3.175 0.1 -0.1 0.0
H 4.521 -0.727 0.321 -0.1 -0.5 -0.1
H -1.080 2.189 4.593 0.0 0.0 -0.1
C 0.460 3.786 -2.699 0.0 -0.1 0.0
C 0.242 2.904 3.044 0.1 -0.1 0.1
H -1.704 3.892 -2.816 0.1 -0.1 0.0
C -4.949 -1.106 0.788 0.0 0.0 0.1

No. 2
74
Properties=species:S:1:pos:R:3:forces:R:3 method="wB97M-V/def2-TZVPD" energy_ev=-92130.341 total_charge=+1 spin_multiplicity=6 orbital_gap_ev="6.642 / 7.641"
H 0.030 0.025 3.467 0.1 0.1 -0.5
H -0.208 -1.025 -2.923 0.1 -0.3 -0.1
C -1.861 2.478 3.365 0.0 0.3 0.3
C -0.080 1.012 -0.931 1.9 1.0 -3.0
H 0.268 -3.986 2.107 0.0 0.1 0.2
H -1.265 3.561 0.533 -0.4 -0.1 -0.1
H 3.490 -2.635 -3.228 -0.1 0.2 0.4
C 1.861 -1.689 0.809 -0.1 0.2 -0.1
C -2.913 -0.486 1.306 0.0 1.0 0.3
H 3.518 -2.225 -1.510 -0.2 0.0 -0.4
C 0.539 0.690 2.735 -0.2 -0.3 3.7
P 0.038 -1.884 1.010 0.7 -1.3 0.1
Fe -0.828 0.188 0.853 -2.5 -0.7 3.3
C -0.616 -2.847 -0.404 0.1 -0.2 0.0
C 1.663 -1.851 -2.464 -0.6 0.1 -1.2
H -3.014 3.795 0.779 0.3 -0.2 -0.1
H 2.044 -0.504 -4.854 -0.6 0.2 0.6
H -1.911 -0.145 4.632 0.0 0.0 0.0
H -1.189 3.273 3.013 -0.1 -0.2 0.1
C 3.153 -1.878 -2.494 0.7 -0.1 -0.2
H 0.553 -2.631 3.252 -0.2 0.0 -0.2
H 2.534 2.723 1.388 -0.1 0.0 -0.2
C -3.500 0.499 -1.033 0.0 -0.1 -0.4
H 0.332 1.689 3.158 0.1 -0.3 -0.8
C 2.457 1.543 -2.539 1.8 -0.3 -0.2
H -3.098 1.299 -1.674 -0.2 -0.3 0.1
H 2.266 1.811 -4.640 -0.4 0.0 0.4
C -2.386 0.040 2.543 -1.3 0.9 -0.8
H -2.435 3.081 -0.742 0.1 0.1 0.5
H -1.427 -3.496 -0.052 0.2 0.1 -0.1
H 0.765 2.008 -3.710 0.4 -0.2 -0.1
H 1.111 3.437 0.561 0.3 -0.2 0.0
H 2.333 -1.813 1.793 -0.2 -0.1 -0.3
H -0.994 0.390 -0.893 0.0 0.4 -0.6
P 1.078 1.081 0.489 1.4 0.5 -0.9
C 3.419 0.685 -2.134 -0.2 1.5 -0.2
H 1.221 -2.757 -2.037 0.1 0.8 0.2
H -2.226 -1.693 3.838 0.0 0.1 0.0
H 2.378 2.543 -2.075 -0.1 -0.9 -0.3
C 3.903 -0.557 -2.822 0.5 -0.7 0.1
H -4.598 0.612 -0.993 0.4 0.0 0.0
C -2.378 1.756 0.959 -0.8 -0.8 0.5
H -3.062 -2.619 1.693 -0.3 0.3 -0.3
C 1.676 1.385 -3.798 -0.4 0.5 -0.7
H 0.192 -3.453 -0.831 -0.6 -0.1 0.2
H -1.019 -2.167 -1.174 0.2 -0.4 0.2
C -2.115 1.440 2.332 -0.7 -0.7 -0.6
H 2.118 -0.409 -0.868 0.5 0.0 0.4
C -0.078 -2.996 2.433 -0.2 -0.3 0.0
H 4.937 -0.730 -2.457 -0.5 0.2 -0.4
C 2.222 -0.313 0.214 -0.2 -0.2 -0.2
C 1.258 -0.045 -4.211 0.1 0.6 -0.5
H -1.116 -3.078 2.776 0.3 0.0 -0.1
H 0.492 0.526 -1.726 -0.2 0.2 0.1
H 0.357 0.093 -4.848 0.6 -0.3 0.2
C -2.890 0.565 0.326 -0.6 0.4 1.0
H 2.197 -2.472 0.109 0.1 0.2 0.5
H -3.551 -0.610 4.205 0.2 0.0 -0.1
C 0.867 -0.957 -3.086 0.3 -1.6 -0.2
H 3.225 0.019 0.509 -0.3 -0.3 -0.2
C -3.545 -1.825 1.094 -0.2 -0.4 -0.1
H 4.005 0.934 -1.239 -0.3 0.2 -0.4
H -1.469 2.063 4.295 0.0 0.1 -0.1
H -4.611 -1.787 1.391 0.5 -0.1 -0.1
Cl 2.275 0.455 3.211 0.4 0.0 -0.1
H -3.281 -0.475 -1.502 -0.2 0.3 -0.1
H 2.462 2.776 -0.433 -0.1 0.2 1.0
C 1.887 2.655 0.506 0.5 0.8 -0.6
C -2.260 3.116 0.348 0.0 0.3 -0.2
C -2.506 -0.636 3.864 -0.1 -0.2 0.3
H -2.813 2.969 3.609 0.1 -0.1 0.0
H -0.331 2.013 -1.302 -0.2 -0.3 0.3
H 3.976 -0.436 -3.909 -0.1 0.2 0.3
H -3.525 -2.117 0.028 0.0 0.1 0.5

No. 3
74
Properties=species:S:1:pos:R:3:forces:R:3 method="wB97M-V/def2-TZVPD" energy_ev=-60318.484 total_charge=+2 spin_multiplicity=5 orbital_gap_ev="6.543 / 5.553"
H 1.419 -1.624 -1.905 -0.3 0.1 0.2
H -6.832 -1.284 -3.816 0.3 0.0 0.1
C -0.574 1.340 3.248 -0.4 0.1 0.3
H -3.556 -0.591 -2.994 0.1 -0.4 0.0
C -4.598 2.256 -4.968 -0.2 0.4 0.1
H -2.719 -2.808 1.742 0.2 0.0 0.0
H 0.640 3.226 -1.639 0.1 0.0 -0.1
H -1.214 -3.146 0.833 -0.2 0.1 0.1
C -5.724 1.924 -3.957 0.3 0.3 -0.7
H -0.902 3.743 -0.192 0.0 0.0 0.3
C -3.063 -1.836 -1.314 -0.1 -0.2 0.1
H -4.113 3.199 -4.666 -0.1 -0.3 -0.1
H -0.129 -1.306 -4.439 -0.2 0.3 0.0
H -2.821 -2.907 -1.330 0.0 0.3 0.1
H -1.410 2.052 3.207 0.2 -0.2 0.1
C -5.263 1.170 -2.744 -1.1 -0.6 0.5
H 0.480 0.367 -4.313 -0.3 -0.2 -0.2
H -4.144 -1.749 -1.128 0.3 -0.1 -0.2
C -3.551 1.187 -5.114 -0.3 -0.7 -1.1
C -0.068 2.066 0.820 0.6 -0.1 -0.7
C 1.588 -0.795 2.561 0.1 -0.5 0.0
Cl -0.257 -3.210 -2.154 0.1 0.2 0.1
H 2.286 2.941 -1.058 -0.2 -0.1 -0.1
H -2.573 1.568 -5.422 -0.1 -0.3 0.3
H -2.992 1.824 -2.974 0.2 0.1 0.1
C 1.055 0.208 1.616 -1.0 1.0 0.4
H -5.346 -2.123 -3.413 -0.1 0.4 0.1
H -1.887 3.137 1.163 0.3 0.1 0.0
H 0.144 1.712 3.997 -0.2 -0.1 -0.2
C 0.809 1.608 -0.258 0.6 -0.5 1.6
P -2.222 -1.083 0.121 -0.1 -0.3 0.3
C -1.947 1.731 -2.674 0.1 0.1 -0.4
C -0.857 3.315 0.817 -0.4 0.3 -0.3
C 0.074 1.192 1.922 0.8 -0.9 0.4
H -1.005 0.040 -5.279 0.3 -0.2 0.2
C -0.428 -0.250 -4.390 0.2 0.2 -0.6
H 3.681 0.532 0.116 -0.3 -0.1 0.0
C -5.479 -0.151 -2.584 -0.6 0.9 -0.1
H 2.822 0.015 -1.342 0.2 0.0 0.1
H -5.893 -0.136 -5.637 0.3 -0.2 0.1
H -5.091 -1.705 -5.664 -0.2 0.3 0.1
H 2.233 -1.515 2.045 -0.1 0.1 0.2
H -1.304 2.395 -3.268 -0.2 -0.1 0.1
C -3.804 -0.133 -5.134 0.3 0.7 -0.8
C 2.825 -0.056 -0.252 0.0 -0.2 -0.1
C -5.744 -1.132 -3.701 -0.3 -0.1 -0.1
H -4.943 1.793 -1.903 -0.3 -0.3 0.1
H -3.183 1.091 0.492 -0.2 -0.2 0.1
H -6.524 1.377 -4.473 0.2 0.2 0.4
C -2.711 -1.211 -2.687 -0.6 -0.1 -0.4
H -1.216 -1.920 2.126 -0.2 -0.1 -0.2
H 0.785 -1.356 3.060 0.2 0.2 0.0
H -2.581 -2.004 -3.438 0.0 0.3 0.2
H -0.957 0.377 3.617 0.1 0.3 0.0
H -1.860 2.027 -1.619 0.0 0.0 0.0
H -0.420 4.080 1.481 -0.1 -0.3 -0.1
H -5.595 -0.564 -1.579 0.6 0.1 -0.1
H 1.566 1.824 -2.230 0.1 0.2 0.0
H -5.060 2.461 -5.949 0.2 0.0 0.2
H 2.188 -0.315 3.348 -0.2 0.0 -0.1
C -5.169 -0.763 -5.099 -0.3 -0.4 0.1
H -3.058 0.171 2.004 -0.1 -0.1 -0.2
H -4.364 -0.207 0.834 0.1 0.1 0.1
C 0.529 -1.841 -1.296 0.3 -0.1 -0.5
H -6.162 2.876 -3.624 0.0 -0.3 -0.1
C -1.810 -2.364 1.317 -0.2 -0.3 0.3
C 1.544 0.460 0.301 -0.1 1.3 -0.8
Ru -0.445 -0.023 -0.916 2.7 -0.4 1.5
C 1.349 2.448 -1.357 0.2 0.2 -0.4
H -2.998 -0.838 -5.370 -0.1 0.4 0.1
P -1.377 0.013 -2.908 -0.5 -0.7 0.0
H 2.993 -1.099 0.040 0.1 0.2 -0.1
C -3.316 0.099 0.940 -0.4 0.2 0.1
H 0.884 -2.272 -0.348 -0.3 0.4 -0.1